Below is a molecular structure, C34H28ClF5Sb2SeTa at a distorted geometry, with properties calculated with ωB97M-V with the def2-TZVPD basis set.

## Properties
**HOMO (alpha / beta)**: -16.6 / -16.6 eV
**Total charge**: +3
**Electronic energy**: -141759.2652 eV
**2S+1**: 1
**LUMO (alpha / beta)**: -0.410 / -0.408 Eh
**Kohn-Sham gap (alpha / beta)**: 5.47 / 5.52 eV

Each line ends with the Löwdin charge.
Positions of all 72 atoms, in Å:
C -4.911 -0.701 5.219  -0.03
C -0.401 2.743 -3.949  -0.11
C -2.551 2.983 -1.107  -0.32
C 2.190 -3.321 0.080  -0.14
H 2.988 3.939 2.477  0.12
H 1.797 1.964 -6.398  0.13
H -4.554 0.148 1.968  0.07
C 2.955 -2.079 1.467  -0.21
Ta -0.794 -0.107 0.489  1.00
H 1.575 2.270 1.354  0.08
C 1.475 3.321 1.093  -0.15
C 0.167 2.685 -5.214  -0.04
F 0.875 -0.517 -0.333  -0.46
F -0.237 -3.074 0.588  0.09
C 0.064 2.559 4.422  -0.15
C -3.414 3.195 1.298  -0.31
H -0.305 6.400 4.187  0.13
C -4.323 0.084 3.028  -0.16
F 3.971 -1.987 2.231  0.27
C -1.665 -0.750 -1.392  -0.54
C 1.252 6.017 0.438  -0.04
H -1.328 3.285 -3.815  0.09
C 1.008 -3.266 1.051  -0.28
H 0.164 1.482 4.517  0.05
Sb -2.022 1.918 2.307  1.43
C -5.159 -0.652 3.853  -0.05
Se 0.466 -0.762 2.696  0.75
C 1.357 2.001 -5.411  -0.03
H -0.320 3.180 -6.042  0.13
H -3.846 4.482 -0.327  0.13
H -3.665 -0.032 6.830  0.12
F 2.417 -4.404 -0.561  0.27
H -2.139 -0.126 -2.145  0.02
H -1.357 -1.713 -1.794  0.04
C 2.939 -2.169 0.095  0.26
C -0.813 3.130 3.502  -0.40
C 0.560 3.740 0.130  -0.40
C 1.437 1.415 -3.080  -0.12
H -5.567 -1.271 5.863  0.13
H -3.176 2.085 -1.120  0.06
H 1.483 2.948 5.978  0.12
H -1.626 4.969 2.698  0.10
C -3.840 -0.008 5.763  -0.04
H -2.663 3.452 -2.084  0.06
H -2.209 4.651 0.254  0.08
C 2.158 5.600 1.405  -0.03
C -2.982 3.914 0.028  -0.33
H -0.227 5.423 -0.989  0.11
C -2.998 0.735 4.946  -0.11
F 1.972 -4.598 2.977  0.30
H -4.280 2.554 1.115  0.07
Cl -2.939 -1.076 -0.078  0.61
H -6.010 -1.174 3.437  0.12
C 1.991 1.366 -4.350  -0.05
C 0.810 3.382 5.252  -0.05
H 2.921 0.840 -4.512  0.12
C 2.273 4.256 1.731  -0.06
H 1.178 7.064 0.178  0.13
H -2.182 1.293 5.387  0.10
H 2.786 6.329 1.899  0.13
C 0.454 5.088 -0.213  -0.11
C -0.948 4.512 3.409  -0.11
H 1.250 5.400 5.822  0.13
C 1.563 -2.267 2.115  -0.51
C 0.240 2.103 -2.892  -0.38
C -3.243 0.775 3.577  -0.40
H -3.699 3.900 2.081  0.08
C 0.676 4.762 5.164  -0.03
C 1.389 -3.647 2.377  -0.04
H 1.944 0.927 -2.256  0.09
C -0.198 5.325 4.246  -0.05
Sb -0.519 2.317 -0.957  1.51

Below is a molecular structure, C34H28N4O4PS2Se2TeW at a distorted geometry, with properties calculated with ωB97M-V with the def2-TZVPD basis set.

## Properties
**HOMO (alpha / beta)**: -13.5 / -13.5 eV
**Total charge**: +2
**Expectation value of S²**: 0.7662
**Electronic energy**: -220617.6530 eV
**2S+1**: 2
**LUMO (alpha / beta)**: -0.256 / -0.296 Eh
**Kohn-Sham gap (alpha / beta)**: 6.52 / 5.44 eV

Each line ends with the Löwdin charge.
Positions of all 77 atoms, in Å:
O 1.965 -8.643 1.484  -0.13
H -0.977 2.140 -6.535  0.12
P 0.682 1.317 -1.980  0.72
O 2.655 -6.421 0.838  -0.16
C -2.480 5.137 2.571  -0.31
Te -1.266 2.531 2.178  1.31
C -2.111 -1.841 -1.181  -0.18
C -2.396 6.508 2.751  -0.02
H 6.048 -0.521 -1.756  0.12
H 1.108 -3.822 -0.953  0.13
H -2.859 8.148 4.047  0.12
H -1.906 7.127 2.009  0.12
S -1.714 -0.721 1.828  0.70
C 2.417 0.781 -1.825  -0.43
C 1.564 3.194 -3.810  -0.09
C 1.575 3.810 -5.047  -0.04
C -3.553 6.285 4.850  -0.05
Se 0.476 2.985 -0.494  0.45
H -3.947 2.593 2.597  0.08
C -1.034 -3.966 -0.994  -0.10
O 0.688 0.233 0.824  -0.48
C 0.050 -1.868 3.621  -0.04
H 2.961 1.922 -0.084  0.06
H 1.100 -1.354 -0.969  0.09
N -0.751 -8.001 0.196  0.15
W -0.910 0.968 -0.032  0.39
C -1.020 -5.418 -0.664  -0.19
H -3.110 -5.914 -0.935  0.12
H 2.183 -0.422 -3.595  0.12
H 2.294 4.592 -5.250  0.12
C -3.079 4.334 3.539  -0.31
C 0.168 -1.901 -1.010  -0.13
H 4.501 -1.282 -3.528  0.12
C 0.662 3.426 -6.025  -0.04
C -2.190 -3.220 -1.177  0.03
N 0.911 -0.534 1.892  -0.15
C 5.029 -0.160 -1.776  -0.05
N -0.962 -1.174 -1.019  -0.14
Se -2.919 1.453 -0.976  0.35
H 1.508 -2.720 4.927  0.13
H -3.189 2.260 4.176  0.07
C 2.182 -0.721 2.306  0.03
H 2.950 -0.221 1.735  0.14
C 3.286 1.202 -0.823  -0.13
C -2.938 7.081 3.895  -0.05
H -1.033 1.043 -4.318  0.10
C -2.129 -6.245 -0.625  0.04
C -1.936 4.432 1.370  -0.38
C -0.171 -1.063 2.501  -0.61
C -1.942 -7.547 -0.179  -0.06
H -2.719 4.181 0.653  0.06
C 4.163 -0.584 -2.774  -0.05
S 1.957 -7.631 0.457  0.52
C 0.178 -3.275 -1.006  0.04
C -0.268 2.431 -5.771  -0.05
C 1.334 -2.095 4.062  0.00
H -3.162 -3.684 -1.272  0.13
H -4.077 4.289 5.442  0.12
N 0.177 -5.874 -0.280  0.15
C 4.595 0.740 -0.811  -0.06
H -3.009 -1.250 -1.276  0.06
H -3.974 6.735 5.739  0.12
C 2.416 -1.506 3.397  0.00
H 2.249 3.501 -3.030  0.11
H 3.430 -1.655 3.737  0.13
H -0.807 -2.293 4.124  0.13
H -1.140 4.977 0.873  0.04
H 0.665 3.920 -6.988  0.12
H 5.280 1.101 -0.054  0.12
O 2.356 -8.100 -0.868  -0.13
H -2.765 -8.249 -0.107  0.13
C -3.614 4.908 4.683  -0.02
C 0.631 2.187 -3.563  -0.43
C 0.231 -7.130 0.120  -0.36
C 2.858 -0.116 -2.802  -0.09
C -3.133 2.861 3.273  -0.30
C -0.294 1.805 -4.531  -0.09

Below is a molecular structure, C34H28N5O3Pr at a distorted geometry, with properties calculated with ωB97M-V with the def2-TZVPD basis set.

## Properties
**HOMO (alpha / beta)**: -6.4 / -6.4 eV
**Total charge**: 0
**Expectation value of S²**: 2.0020
**Electronic energy**: -63379.4854 eV
**2S+1**: 3
**LUMO (alpha / beta)**: 0.001 / 0.001 Eh
**Kohn-Sham gap (alpha / beta)**: 6.41 / 6.41 eV

Each line ends with the Löwdin charge.
Positions of all 71 atoms, in Å:
O 0.813 1.348 -2.684  -0.08
C -4.954 -0.935 2.065  -0.06
H -6.616 0.868 -1.738  0.10
H -4.625 1.016 3.924  0.12
C -4.937 -1.848 1.035  -0.07
C 4.736 1.688 1.649  -0.06
H 3.458 -2.700 -3.410  0.10
H 6.503 0.996 2.628  0.09
H -0.657 3.853 1.014  0.12
C -2.569 -1.470 0.593  -0.21
C -2.739 0.436 -1.882  -0.34
C -3.325 1.599 -1.284  -0.13
C 2.037 -1.665 -2.157  -0.11
C 0.172 -2.814 -1.444  -0.11
C -0.549 3.751 -0.076  -0.19
H -5.154 2.613 -0.818  0.11
Pr 0.002 0.321 -0.262  1.20
C -1.023 -2.844 -0.624  -0.19
H -3.178 -1.431 -2.831  0.12
H 0.132 -6.037 -2.619  0.10
C 0.578 -3.986 -2.154  -0.15
C -3.805 -0.170 2.323  -0.15
H -2.570 2.408 4.161  0.10
C -4.724 1.724 -1.260  -0.05
H -5.838 -2.402 0.804  0.11
C -4.982 -0.394 -2.342  -0.08
C -2.630 1.610 3.437  -0.04
C -0.179 -5.166 -2.059  -0.06
H 5.144 2.673 1.462  0.11
H -0.948 4.662 -0.546  0.12
C -1.649 -4.089 -0.483  -0.03
H 0.981 0.610 -3.286  0.06
C 2.518 -2.766 -2.881  -0.04
H -5.629 -1.163 -2.743  0.11
N 1.483 2.393 0.142  -0.05
C -3.758 0.845 3.302  0.00
C -5.545 0.753 -1.774  -0.10
N -1.253 2.568 -0.532  -0.04
H -1.799 -6.132 -1.072  0.10
H 5.564 -1.251 3.061  0.10
H 3.222 3.418 0.516  0.13
N -1.362 -1.704 0.022  -0.01
C 5.500 0.757 2.301  -0.11
N 0.898 -1.673 -1.487  0.02
H 2.620 -0.747 -2.123  0.12
H 3.271 -1.797 2.328  0.11
C -3.783 -2.110 0.308  -0.04
C 3.426 1.410 1.214  -0.14
H -0.641 1.965 2.647  0.12
C 2.689 2.458 0.592  -0.08
H -2.450 -4.192 0.230  0.10
H -5.842 -0.782 2.661  0.10
C 2.868 0.107 1.446  -0.33
H 1.050 3.570 -1.509  0.12
C 3.698 -0.825 2.132  -0.01
C -2.517 2.654 -0.754  -0.07
C -1.248 -5.210 -1.196  -0.08
H -0.167 1.411 -2.672  0.03
H 2.096 -4.789 -3.452  0.12
O 1.688 -0.226 1.079  -0.21
H -3.825 -2.803 -0.517  0.10
C -3.624 -0.543 -2.402  -0.02
O -1.466 0.290 -2.016  -0.23
C 1.776 -3.917 -2.897  0.00
H -3.043 3.600 -0.561  0.14
H 1.482 4.504 -0.050  0.12
C -1.544 1.362 2.589  -0.11
N -1.533 0.395 1.692  0.02
C 4.964 -0.513 2.545  -0.09
C -2.622 -0.393 1.557  -0.13
C 0.942 3.617 -0.418  -0.21